1.
The following is a quantum chemistry calculation of a structure of composition C18H27AsNO4Si2Tl, from the OMol25 dataset.

Summary:
2S+1 = 1
HOMO level = -0.2939 Ha
ΔE to the lowest compared entry with this formula, charge and spin = 0.401 eV
orbital gap = 7.327 eV
E_LUMO = -0.025 hartree

Positions of all 54 atoms, in Å:
Tl -0.047 0.988 -0.476
O -4.382 0.669 -2.513
C -3.279 0.772 -1.772
O -2.212 0.330 -2.128
C -3.488 1.493 -0.487
C -4.726 1.968 -0.093
C -4.813 2.646 1.118
C -3.671 2.824 1.872
C -2.463 2.312 1.401
N -2.389 1.658 0.256
C -1.168 2.493 2.221
O -1.289 3.091 3.280
O -0.121 2.005 1.697
H -4.155 0.201 -3.329
H -5.586 1.807 -0.726
H -5.763 3.036 1.458
H -3.662 3.343 2.820
C 0.527 2.999 -1.699
C 0.090 2.312 -2.898
C 1.170 1.619 -3.406
C 2.300 1.857 -2.574
C 1.924 2.695 -1.543
H 0.021 3.832 -1.230
H -0.890 2.393 -3.344
H 1.156 0.996 -4.288
H 3.289 1.454 -2.737
H 2.561 3.112 -0.776
C 0.765 -4.461 -0.283
Si -0.047 -2.803 0.138
C -1.781 -2.741 -0.609
C -0.187 -2.692 2.022
As 1.397 -1.249 -0.953
Si 2.972 -0.865 0.823
C 3.775 -2.550 1.154
C 4.233 0.268 -0.006
C 2.319 -0.127 2.424
H 0.242 -5.306 0.168
H 1.798 -4.473 0.076
H 0.792 -4.613 -1.365
H -2.383 -3.592 -0.282
H -1.733 -2.749 -1.699
H -2.292 -1.828 -0.304
H -0.896 -3.435 2.394
H -0.529 -1.707 2.347
H 0.778 -2.887 2.495
H 4.070 -3.012 0.209
H 3.097 -3.231 1.672
H 4.669 -2.432 1.771
H 4.505 -0.148 -0.979
H 5.147 0.399 0.577
H 3.784 1.247 -0.178
H 1.661 -0.823 2.947
H 1.759 0.793 2.247
H 3.153 0.109 3.090

Here are the Mulliken charges for atoms 1 to 2, given in e: number 1, Tl, carries 0.80; number 2, O, carries -0.48

2.
The following is a quantum chemistry calculation of a structure of composition C18H27AuF6N2O2PSb, from the OMol25 dataset.

Summary:
2S+1 = 2
expectation value of S² = 0.75
net charge = +1
HOMO level (spin up / spin down) = -0.4658 / -0.4724 Ha
ΔE to the lowest compared entry with this formula, charge and spin = 0.791 eV
orbital gap (spin up / spin down) = 7.308 / 7.039 eV
E_LUMO (spin up / spin down) = -0.197 / -0.214 hartree

Positions of all 58 atoms, in Å:
Au 0.567 -0.837 0.787
C 0.766 0.450 5.030
C 0.547 0.570 3.560
O 1.235 -0.116 2.802
C -0.496 1.567 3.188
C -1.196 1.818 2.070
C -2.240 2.878 1.989
N -0.976 0.991 0.932
N -1.702 1.233 -0.037
C -1.533 0.272 -1.129
O -0.794 -0.706 -1.057
C -2.336 0.564 -2.301
C -2.384 -0.381 -3.336
C -3.125 -0.116 -4.467
C -3.810 1.092 -4.579
C -3.768 2.031 -3.557
C -3.041 1.768 -2.410
H -0.165 0.074 5.467
H 0.960 1.430 5.470
H 1.578 -0.237 5.240
H -0.774 2.179 4.037
H -2.393 3.328 2.965
H -3.179 2.448 1.642
H -1.942 3.653 1.280
H -1.855 -1.318 -3.225
H -3.181 -0.846 -5.262
H -4.390 1.296 -5.469
H -4.311 2.960 -3.652
H -3.023 2.480 -1.598
F -0.986 -1.704 2.171
Sb -2.836 -1.900 2.861
F -3.126 -2.943 1.327
F -2.215 -3.368 3.830
F -4.559 -2.016 3.553
F -2.225 -0.683 4.179
F -3.300 -0.386 1.810
C 3.241 -3.042 -2.500
C 2.248 -2.777 -1.366
P 2.347 -1.107 -0.658
C 3.986 -0.947 0.105
C 4.173 0.281 0.997
C 2.208 0.052 -2.049
C 2.012 1.518 -1.665
H 3.175 -4.086 -2.803
H 4.270 -2.855 -2.193
H 3.025 -2.431 -3.375
H 2.404 -3.468 -0.535
H 1.217 -2.917 -1.701
H 4.714 -0.951 -0.710
H 4.139 -1.864 0.679
H 4.125 1.207 0.427
H 5.152 0.239 1.472
H 3.420 0.318 1.783
H 1.365 -0.307 -2.645
H 3.108 -0.076 -2.655
H 1.227 1.637 -0.916
H 1.729 2.097 -2.543
H 2.923 1.956 -1.263

Here are the Mulliken charges for atoms 1 to 2, given in e: number 1, Au, carries 1.26; number 2, C, carries -1.34

3.
The following is a quantum chemistry calculation of a structure of composition C18H27AuN5O2P, from the OMol25 dataset.

Summary:
2S+1 = 1
HOMO level = -0.2963 Ha
ΔE to the lowest compared entry with this formula, charge and spin = 0.246 eV
orbital gap = 8.596 eV
E_LUMO = 0.020 hartree

Positions of all 54 atoms, in Å:
Au 0.675 0.004 0.086
C -1.597 -0.138 4.427
C -0.882 -0.712 3.223
O -0.041 -0.070 2.615
N -1.233 -1.988 2.914
C -0.563 -2.814 1.924
C -1.262 -2.857 0.586
C -1.819 -4.031 0.100
C -2.436 -4.021 -1.139
C -2.481 -2.836 -1.854
C -1.891 -1.714 -1.296
N -1.296 -1.716 -0.105
H -1.424 0.933 4.461
H -1.193 -0.590 5.334
H -2.670 -0.336 4.388
H -1.975 -2.407 3.446
H -0.477 -3.824 2.321
H 0.445 -2.421 1.800
H -1.751 -4.944 0.679
H -2.867 -4.927 -1.545
H -2.951 -2.780 -2.827
H -1.874 -0.769 -1.831
C -2.341 3.831 -1.131
C -1.980 2.458 -0.566
P -0.200 2.015 -0.676
C 0.140 2.258 -2.474
C 1.307 1.428 -3.012
C 0.604 3.442 0.171
C 1.935 3.093 0.843
H -3.410 4.019 -1.015
H -2.106 3.902 -2.194
H -1.806 4.629 -0.615
H -2.540 1.671 -1.078
H -2.250 2.391 0.490
H 0.323 3.320 -2.647
H -0.782 1.999 -3.001
H 2.230 1.635 -2.467
H 1.472 1.648 -4.069
H 1.104 0.360 -2.912
H -0.110 3.788 0.922
H 0.734 4.250 -0.552
H 1.790 2.323 1.602
H 2.355 3.977 1.326
H 2.662 2.706 0.128
N 4.254 -1.517 -1.616
C 3.557 -0.695 -0.789
O 3.810 0.488 -0.693
C 2.430 -1.383 -0.008
C 1.928 -2.589 -0.624
N 1.509 -3.542 -1.122
C 2.788 -1.574 1.383
N 3.072 -1.741 2.488
H 5.021 -1.132 -2.137
H 4.068 -2.503 -1.668

Here are the Mulliken charges for atoms 1 to 2, given in e: number 1, Au, carries 0.62; number 2, C, carries -1.41

4.
The following is a quantum chemistry calculation of a structure of composition C18H27BN8PdSb, from the OMol25 dataset.

Summary:
2S+1 = 4
expectation value of S² = 3.76
net charge = +2
HOMO level (spin up / spin down) = -0.5171 / -0.5171 Ha
orbital gap (spin up / spin down) = 8.470 / 4.037 eV
E_LUMO (spin up / spin down) = -0.206 / -0.369 hartree

Positions of all 56 atoms, in Å:
Pd 0.131 -0.229 -0.009
C -4.070 -0.337 0.583
C -3.003 0.008 -0.228
N -1.858 -0.284 0.402
N -2.160 -0.818 1.605
C -3.493 -0.849 1.734
B -1.060 -1.263 2.644
N -0.247 -2.430 1.973
C 0.046 -3.697 2.303
C 0.827 -4.260 1.311
C 0.983 -3.248 0.376
N 0.335 -2.156 0.784
N -0.043 -0.078 2.853
C 0.366 0.501 3.989
C 1.255 1.521 3.682
C 1.339 1.519 2.301
N 0.550 0.550 1.814
N -1.723 -1.583 3.937
C -1.881 -2.683 4.726
C -2.647 -2.328 5.802
C -2.905 -0.956 5.614
N -2.372 -0.515 4.498
H -5.118 -0.220 0.377
H -2.994 0.455 -1.208
H -3.941 -1.205 2.645
H -0.301 -4.138 3.219
H 1.225 -5.258 1.282
H 1.529 -3.254 -0.553
H -0.022 0.172 4.936
H 1.756 2.176 4.370
H 1.909 2.148 1.638
H -1.472 -3.647 4.484
H -2.961 -2.960 6.613
H -3.467 -0.282 6.239
C 4.337 -0.734 -2.557
C 3.047 -1.330 -3.097
Sb 1.300 -0.326 -2.430
C -0.432 -1.175 -3.372
C -0.129 -1.544 -4.825
C 1.545 1.736 -2.928
C 1.882 1.888 -4.411
H 5.185 -1.230 -3.028
H 4.428 -0.874 -1.480
H 4.421 0.331 -2.777
H 2.923 -2.386 -2.855
H 2.959 -1.229 -4.182
H -1.228 -0.436 -3.280
H -0.708 -2.047 -2.777
H 0.139 -0.678 -5.427
H -1.025 -1.984 -5.267
H 0.665 -2.287 -4.901
H 2.336 2.116 -2.281
H 0.614 2.233 -2.653
H 2.779 1.335 -4.691
H 2.074 2.941 -4.620
H 1.059 1.573 -5.051

Here are the Mulliken charges for atoms 1 to 2, given in e: number 1, Pd, carries 0.40; number 2, C, carries -1.17

5.
The following is a quantum chemistry calculation of a structure of composition C18H27BaN2O4P2S2, from the OMol25 dataset.

Summary:
2S+1 = 1
net charge = +1
HOMO level = -0.4045 Ha
ΔE to the lowest compared entry with this formula, charge and spin = 0.000 eV
orbital gap = 8.025 eV
E_LUMO = -0.110 hartree

Positions of all 56 atoms, in Å:
Ba -0.252 -1.649 -1.383
P -1.019 1.328 -1.663
C 0.374 1.902 -2.704
C 1.701 2.142 -1.951
N 1.965 1.334 -0.908
C 3.063 1.562 -0.163
C 3.985 2.574 -0.482
C 3.763 3.344 -1.617
C 2.608 3.132 -2.360
C 3.285 0.715 1.109
P 2.393 -0.884 1.092
H 2.440 3.733 -3.242
H 4.846 2.783 0.147
H 4.466 4.096 -1.895
H 4.372 0.521 1.238
H 2.949 1.285 1.998
H 0.529 1.146 -3.514
H 0.029 2.825 -3.219
H 2.156 -3.376 -3.080
O 1.823 -2.462 -3.286
H 2.186 -2.279 -4.186
H 1.277 -4.627 -0.078
O 1.917 -4.373 -0.794
H 2.499 -5.182 -0.881
C 3.844 -1.857 0.466
H 4.645 -1.669 1.177
H 3.649 -2.942 0.362
H 4.108 -1.402 -0.503
C 2.707 -1.187 2.897
H 2.298 -2.162 3.230
H 3.785 -1.159 3.060
H 2.248 -0.347 3.453
C -1.758 2.954 -1.263
H -1.871 3.452 -2.219
H -2.747 2.837 -0.785
H -1.045 3.543 -0.666
C -2.126 0.929 -3.079
H -3.112 0.528 -2.776
H -2.286 1.868 -3.600
H -1.592 0.247 -3.768
O -5.716 -1.446 -0.458
S -4.561 -0.723 -0.010
O -4.325 0.599 -0.578
N -3.114 -1.616 -0.096
C -2.680 -2.019 1.112
S -1.264 -2.971 1.251
C -3.440 -1.413 2.194
C -2.977 -1.253 3.489
C -3.735 -0.507 4.386
C -4.984 -0.013 3.990
C -5.428 -0.076 2.662
C -4.550 -0.687 1.761
H -2.011 -1.693 3.731
H -3.349 -0.304 5.381
H -5.599 0.519 4.700
H -6.372 0.383 2.327

Here are the Mulliken charges for atoms 1 to 2, given in e: number 1, Ba, carries 1.44; number 2, P, carries 0.24

6.
The following is a quantum chemistry calculation of a cluster of 3 separate species, C18H27Br2NO4 in total, from the OMol25 dataset.

Summary:
2S+1 = 1
SMILES = C=CCC1=C(N)C(=O)C(/C(Br)=C(/C)Br)=CC1=O.CC(C)O.CC(C)O
HOMO level = -0.3056 Ha
orbital gap = 7.691 eV
E_LUMO = -0.023 hartree

Positions of all 52 atoms, in Å:
C -0.539 -2.734 -0.425
C 0.527 -1.992 -0.881
C 0.639 -0.530 -0.451
C -0.725 0.135 -0.451
C -1.197 0.874 -1.470
N -0.511 1.141 -2.692
C -2.595 1.460 -1.326
O -2.886 2.569 -1.665
C -3.595 0.523 -0.649
C -4.975 0.477 -1.180
Br -5.066 0.286 -3.108
C -6.123 0.555 -0.498
C -7.473 0.492 -1.177
Br -6.085 0.805 1.414
C -3.119 -0.200 0.366
C -1.657 -0.034 0.735
O -1.261 -0.008 1.866
H -0.410 -3.635 0.172
H -1.540 -2.353 -0.643
H 1.265 -2.445 -1.542
H 1.049 -0.521 0.563
H 1.347 -0.010 -1.102
H 0.489 1.161 -2.543
H -0.710 0.358 -3.307
H -7.674 1.405 -1.746
H -7.519 -0.343 -1.880
H -8.280 0.366 -0.453
H -3.755 -0.909 0.885
C 0.727 2.279 2.672
C 1.825 3.321 2.528
C 1.486 4.593 3.290
O 2.026 3.624 1.146
H -0.216 2.651 2.264
H 0.981 1.377 2.116
H 0.568 2.009 3.717
H 2.767 2.914 2.898
H 0.567 5.041 2.902
H 2.280 5.333 3.172
H 1.351 4.394 4.355
H 1.202 3.985 0.803
C 4.973 -2.341 0.238
C 4.180 -3.266 -0.672
C 5.067 -4.344 -1.276
O 3.562 -2.507 -1.713
H 5.760 -1.830 -0.324
H 4.325 -1.571 0.659
H 5.435 -2.893 1.058
H 3.372 -3.732 -0.106
H 5.857 -3.896 -1.885
H 4.486 -4.995 -1.930
H 5.532 -4.954 -0.500
H 4.260 -2.086 -2.226

Here are the Mulliken charges for atoms 1 to 2, given in e: number 1, C, carries -0.77; number 2, C, carries -0.41

7.
The following is a quantum chemistry calculation of a structure of composition C18H27BrIrN, from the OMol25 dataset.

Summary:
2S+1 = 5
expectation value of S² = 6.03
net charge = +2
HOMO level (spin up / spin down) = -0.4667 / -0.6007 Ha
ΔE to the lowest compared entry with this formula, charge and spin = 0.000 eV
orbital gap (spin up / spin down) = 5.769 / 5.621 eV
E_LUMO (spin up / spin down) = -0.255 / -0.394 hartree

Positions of all 48 atoms, in Å:
C -0.975 -0.533 2.264
H -0.865 0.095 3.160
H -2.039 -0.575 2.007
H -0.376 0.073 1.451
C -0.466 -1.923 2.615
H -0.379 -2.546 1.718
H 0.551 -1.828 3.011
C -1.345 -2.630 3.644
H -0.984 -3.653 3.814
H -1.330 -2.106 4.610
H -2.391 -2.694 3.315
C -0.003 0.231 -2.344
C -0.239 -1.130 -1.929
C -1.459 -1.156 -1.162
C -1.964 0.187 -1.089
C -1.067 1.048 -1.816
C -1.186 2.511 -2.021
C -3.222 0.626 -0.422
C -2.099 -2.365 -0.586
C 0.639 -2.276 -2.276
C 1.123 0.715 -3.187
Ir 0.001 0.115 -0.229
H -3.172 1.691 -0.184
H -4.096 0.468 -1.064
H -3.396 0.072 0.505
H -1.952 2.937 -1.371
H -0.232 3.007 -1.803
H -1.443 2.743 -3.063
H 1.966 0.023 -3.120
H 0.825 0.795 -4.238
H 1.454 1.701 -2.853
H 0.380 -3.159 -1.691
H 0.557 -2.522 -3.342
H 1.687 -2.018 -2.077
H -2.431 -2.191 0.443
H -2.981 -2.668 -1.165
H -1.398 -3.203 -0.582
Br 3.667 4.350 0.464
C 3.190 2.564 0.903
C 4.113 1.698 1.485
C 3.721 0.383 1.738
C 2.451 -0.052 1.355
N 1.593 0.799 0.748
C 1.893 2.127 0.637
H 5.101 2.062 1.732
H 4.382 -0.333 2.213
H 2.112 -1.087 1.494
H 1.114 2.777 0.242

Here are the Mulliken charges for atoms 1 to 2, given in e: number 1, C, carries -0.37; number 2, H, carries 0.48

8.
The following is a quantum chemistry calculation of the molecule C18H27BrN2O3S, from the OMol25 dataset.

Summary:
2S+1 = 1
SMILES = CC[C@@H]1CCCCN1CCNC(=O)CCS(=O)(=O)c1ccc(Br)cc1
HOMO level = -0.2973 Ha
ΔE to the lowest compared entry with this formula, charge and spin = 0.292 eV
orbital gap = 8.598 eV
E_LUMO = 0.019 hartree

Positions of all 52 atoms, in Å:
C 4.246 3.508 0.873
C 3.445 2.369 1.490
C 2.776 1.470 0.432
C 1.524 2.121 -0.179
C 0.343 2.104 0.786
C 0.074 0.672 1.237
C 1.349 0.099 1.867
N 2.518 0.162 1.017
C 2.847 -0.997 0.242
C 1.876 -1.455 -0.870
N 0.840 -2.331 -0.365
C -0.430 -2.321 -0.810
O -0.854 -1.504 -1.605
C -1.294 -3.436 -0.228
C -2.577 -3.609 -1.014
S -3.912 -2.606 -0.270
O -3.806 -2.725 1.163
O -5.148 -3.007 -0.887
C -3.595 -0.896 -0.711
C -3.336 0.012 0.295
C -3.098 1.336 -0.025
C -3.103 1.709 -1.359
Br -2.724 3.512 -1.811
C -3.376 0.803 -2.372
C -3.636 -0.514 -2.038
H 3.606 4.171 0.295
H 4.725 4.096 1.652
H 5.020 3.120 0.214
H 4.112 1.739 2.081
H 2.694 2.781 2.164
H 3.507 1.322 -0.371
H 1.755 3.146 -0.470
H 1.241 1.579 -1.085
H 0.558 2.726 1.656
H -0.533 2.522 0.289
H -0.730 0.644 1.973
H -0.235 0.074 0.379
H 1.193 -0.941 2.162
H 1.570 0.673 2.775
H 2.980 -1.837 0.937
H 3.818 -0.807 -0.223
H 2.450 -1.990 -1.638
H 1.383 -0.606 -1.344
H 1.135 -3.057 0.269
H -1.559 -3.180 0.803
H -0.721 -4.365 -0.212
H -2.955 -4.627 -0.984
H -2.474 -3.275 -2.042
H -3.331 -0.332 1.317
H -2.906 2.066 0.747
H -3.382 1.123 -3.403
H -3.869 -1.241 -2.799

Here are the Mulliken charges for atoms 1 to 2, given in e: number 1, C, carries -1.37; number 2, C, carries -0.72

| no. | E_tot (hartree) |
| --- | --- |
| 1 | -4045.1373 |
| 2 | -2278.4088 |
| 3 | -1603.4506 |
| 4 | -1532.5286 |
| 5 | -2617.0211 |
| 6 | -6205.6626 |
| 7 | -3434.3754 |
| 8 | -4009.5303 |